Record 1
6
Properties=species:S:1:pos:R:3 method="wB97M-V/def2-TZVPD" charge=0 e_above_lowest_kj_mol=341.1 fmax_ha_per_bohr=0.068 e_tot_ev=-5081.65028
C -0.966 -1.003 0.772
C 0.484 0.669 -0.619
N -1.115 -1.710 1.694
N -0.695 0.325 -0.796
H 1.221 1.161 -1.284
H 1.071 0.558 0.233


Record 2
7
Properties=species:S:1:pos:R:3 method="wB97M-V/def2-TZVPD" charge=0 e_above_lowest_kj_mol=358.2 fmax_ha_per_bohr=0.021 e_tot_ev=-7130.13081
O 0.581 2.241 0.250
C -0.135 1.281 0.197
C 0.153 0.017 0.908
N 0.516 -0.903 0.219
N 0.487 -1.885 -0.524
H -1.074 1.245 -0.407
H -0.529 -1.996 -0.642


Calculated Kohn-Sham gap in order - 9.58; 10.09 eV